1.
An isolated molecule of C3H6N2OSi in a non-equilibrium geometry, computed with ωB97M-V/def2-TZVPD.

Cartesian coordinates (Å):
C 1.016 -1.779 1.468
C 1.753 -2.243 0.296
C 0.167 -0.653 1.323
N 1.736 -1.608 -0.763
N -0.280 -0.251 0.148
O -0.815 1.035 0.028
Si -1.016 1.698 -1.496
H 0.740 -2.299 2.334
H 2.087 -3.201 0.519
H -0.206 -0.034 2.224
H -1.830 2.939 -1.196
H 0.170 2.013 -2.086
H -1.558 0.457 -2.327

Values from the calculation:
**ΔE to the lowest compared entry with this formula, charge and spin**: 78.2 kcal per mole
**HOMO level (alpha / beta)**: -9.279 / -8.618 eV


2.
An isolated molecule of C2H2S5 in a non-equilibrium geometry, computed with ωB97M-V/def2-TZVPD.

Cartesian coordinates (Å):
C -1.277 0.421 0.135
C 1.201 0.350 -0.239
S -2.011 0.779 -1.229
S 1.007 -0.415 -1.822
S -0.265 1.040 -2.574
S -1.883 0.021 1.654
S 1.954 -0.574 1.045
H -0.766 0.167 2.453
H 2.038 -1.790 0.577

Values from the calculation:
**SMILES string**: SC#S#S#S#CS
**ΔE to the lowest compared entry with this formula, charge and spin**: 80.6 kcal per mole
**HOMO level**: -8.063 eV